Entry w
Computed, not measured: C21H25N3O3S in the gas phase, with ωB97M-V/def2-TZVPD.

ORCA input file:
```
! wB97M-V def2-TZVPD RIJCOSX def2/J DEFGRID3
* xyz 0 1
S -2.687 -2.266 -5.486
O -3.843 -2.562 -6.274
O 3.270 2.460 2.154
O -1.475 -1.899 -6.147
N 1.576 1.757 0.865
N -3.182 -1.029 -4.469
N 1.104 1.128 -0.225
C 3.807 1.153 0.181
C 0.491 0.487 5.584
C -1.049 -0.573 -3.430
C 2.901 1.853 1.171
C 0.523 1.871 5.460
C -2.442 -0.472 -3.438
C -3.081 0.204 -2.399
C 0.509 2.341 1.701
C -2.355 -3.652 -4.358
C -0.749 2.026 0.874
C -0.174 1.235 -0.284
C 0.473 0.317 3.181
C 0.532 2.472 4.216
C 0.508 -0.155 6.938
C -2.349 0.764 -1.373
C -0.324 -0.017 -2.401
C -1.828 -4.793 -5.199
C 0.505 1.701 3.063
C -0.957 0.658 -1.351
C 5.270 1.294 0.572
C 0.468 -0.280 4.427
H 0.162 -1.185 6.886
H 5.907 0.781 -0.145
H -0.556 -1.064 -4.253
H -2.571 -5.070 -5.943
H 3.623 1.579 -0.807
H 0.546 2.483 6.350
H -0.927 -4.474 -5.717
H -1.465 1.432 1.445
H 0.695 3.415 1.798
H -0.122 0.394 7.634
H -1.632 -3.303 -3.627
H 5.437 0.871 1.559
H 3.513 0.102 0.140
H -3.301 -3.890 -3.880
H 1.523 -0.156 7.335
H 0.461 -0.298 2.292
H 0.448 -1.358 4.501
H 5.551 2.343 0.606
H -1.598 -5.661 -4.584
H 0.752 -0.087 -2.389
H -2.867 1.285 -0.582
H -4.182 -0.928 -4.421
H 0.569 3.549 4.138
H -4.158 0.293 -2.407
H -1.250 2.928 0.519
*
```

Results
* HOMO level: -7.981 eV
* orbital gap: 0.305 Eh



Entry x
Computed, not measured: C21H25N3O3S in the gas phase, with ωB97M-V/def2-TZVPD.

ORCA input file:
```
! wB97M-V def2-TZVPD RIJCOSX def2/J DEFGRID3
* xyz 0 1
S -0.674 3.100 1.271
O 1.770 -2.946 -0.793
O 0.098 0.198 -4.093
O -1.525 0.135 4.130
N 2.692 -1.266 0.260
N 2.716 -0.998 -1.066
N 1.614 1.048 -2.643
C -2.263 3.767 1.240
C 1.471 3.256 -1.651
C 0.422 -3.599 1.772
C -1.480 -0.536 2.947
C -0.630 -1.640 2.914
C -0.985 2.193 -0.173
C -2.246 2.421 -0.629
C -1.240 -2.074 0.644
C -2.215 -0.210 1.813
C 0.711 1.989 -2.016
C 2.162 -1.996 -1.670
C 2.229 -0.903 -3.920
C -0.507 -2.415 1.775
C 1.941 -2.180 -3.125
C -2.372 1.253 4.239
C -2.086 -0.982 0.672
C 2.132 -2.419 0.403
C -2.979 3.319 0.180
C 0.065 1.333 -0.776
C 1.888 -3.152 1.664
C 1.192 0.162 -3.567
H -3.421 0.979 4.082
H 0.792 3.996 -1.235
H -0.072 2.210 -2.749
H -2.888 0.633 1.805
H -2.662 -0.724 -0.204
H 0.843 1.112 -0.042
H 0.904 -2.489 -3.283
H -1.157 -2.670 -0.254
H -2.091 2.039 3.533
H 0.302 -4.165 2.697
H 2.539 -4.030 1.694
H -2.562 4.453 2.008
H 2.153 -2.487 2.485
H 2.435 0.801 -2.102
H 2.584 -2.994 -3.473
H 0.185 -4.256 0.932
H 2.238 3.033 -0.912
H 2.137 -1.127 -4.983
H 1.945 3.677 -2.533
H -0.385 0.388 -1.092
H -2.640 1.958 -1.516
H 3.235 -0.547 -3.704
H -2.245 1.619 5.257
H -3.994 3.613 -0.022
H -0.077 -1.881 3.809
*
```

Results
* HOMO level: -8.440 eV
* orbital gap: 0.336 Eh



Which of them is most stable, and which least? Most stable: entry x; least stable: entry w.



Entry w
Computed, not measured: a molecular structure, C4H2ClO2, with ωB97M-V/def2-TZVPD.

ORCA input file:
```
! wB97M-V def2-TZVPD RIJCOSX def2/J DEFGRID3
* xyz -1 1
Cl -2.940 0.065 -0.023
O -0.351 2.209 -0.416
O -0.211 -2.253 -0.415
C 0.674 -0.047 -0.594
C -0.226 -1.047 -0.236
C -0.270 0.977 -0.272
C -1.245 0.001 0.293
H 1.637 -0.203 -0.887
H -1.139 -0.033 1.321
*
```

Results
* HOMO level: -3.874 eV
* orbital gap: 0.280 Eh



Entry x
Computed, not measured: a molecular structure, C4H2ClO2, with ωB97M-V/def2-TZVPD.

ORCA input file:
```
! wB97M-V def2-TZVPD RIJCOSX def2/J DEFGRID3
* xyz -1 1
Cl -2.852 0.205 0.070
O -0.107 -2.395 0.411
O -0.024 2.216 0.323
C 1.028 -0.073 -0.164
C -0.150 -0.994 0.155
C -1.094 0.062 0.037
C -0.065 1.031 0.084
H 1.927 -0.205 0.273
H 1.337 0.153 -1.189
*
```

Results
* HOMO level: -3.915 eV
* orbital gap: 0.279 Eh



Which of them is most stable, and which least? Most stable: entry w; least stable: entry x.



Entry w
Computed, not measured: a molecular structure, C6H5NO2, with ωB97M-V/def2-TZVPD.

ORCA input file:
```
! wB97M-V def2-TZVPD RIJCOSX def2/J DEFGRID3
* xyz 0 1
O -3.194 -0.240 -0.358
O 0.336 2.325 -0.788
N 0.234 -0.424 1.236
C 0.128 -1.180 -0.994
C 1.358 0.064 0.423
C 1.368 -0.971 -0.665
C -0.628 -0.183 0.053
C 0.420 1.277 -0.211
C -2.142 0.332 0.173
H 2.400 -1.464 -0.815
H 2.440 0.337 0.799
H -0.446 -1.836 -1.769
H -2.048 1.568 0.959
H -0.227 0.395 1.956
*
```

Results
* HOMO level: -9.348 eV
* orbital gap: 0.337 Eh



Entry x
Computed, not measured: C6H5NO2 in the gas phase, with ωB97M-V/def2-TZVPD.

ORCA input file:
```
! wB97M-V def2-TZVPD RIJCOSX def2/J DEFGRID3
* xyz 0 1
O -1.822 -1.149 -1.547
O -1.376 -1.041 0.624
N 0.722 1.229 -1.133
C 1.716 1.660 -0.309
C 1.807 0.749 0.900
C -0.312 -0.803 1.614
C 0.036 0.168 -0.407
C 0.600 0.011 0.785
C -1.244 -0.648 -0.623
H 2.674 0.409 1.649
H 2.472 2.231 -0.705
H -0.040 -1.854 2.113
H -0.646 -0.163 2.450
H 0.455 1.470 -1.950
*
```

Results
* HOMO level: -8.701 eV
* orbital gap: 0.349 Eh



Which of them is most stable, and which least? Most stable: entry x; least stable: entry w.



Entry w
Computed, not measured: a gas-phase ion, C6H10N4 (charge +2), with ωB97M-V/def2-TZVPD.

ORCA input file:
```
! wB97M-V def2-TZVPD RIJCOSX def2/J DEFGRID3
* xyz 2 1
N 1.196 -0.765 -2.806
N -1.715 1.509 -0.834
N -2.325 -0.798 -0.965
N 0.455 1.514 -0.333
C -0.597 2.186 -0.556
C 0.668 -0.440 -1.859
C -0.036 -0.089 -0.619
C 2.065 -0.736 0.606
C 0.571 -1.034 0.545
C -1.453 0.145 -0.913
H -1.923 -1.689 -0.909
H 1.264 1.674 0.261
H 2.670 -0.959 -0.359
H -0.690 3.254 -0.293
H 0.283 -2.046 0.364
H 0.246 -0.789 1.631
H -3.307 -0.583 -1.072
H -2.541 1.885 -1.274
H 2.314 0.304 0.840
H 2.383 -1.289 1.467
*
```

Results
* HOMO level: -19.991 eV
* orbital gap: 0.361 Eh



Entry x
Computed, not measured: a gas-phase ion, C6H10N4 (charge +2), with ωB97M-V/def2-TZVPD.

ORCA input file:
```
! wB97M-V def2-TZVPD RIJCOSX def2/J DEFGRID3
* xyz 2 1
N -1.665 1.767 0.249
N 0.847 -0.386 1.768
N -1.338 -0.230 1.485
N 2.075 2.821 1.440
C 1.614 1.847 1.087
C 1.338 0.220 -0.730
C -0.891 0.845 0.688
C 0.796 0.638 0.775
C 0.354 -0.639 -1.495
C -0.302 -0.842 2.047
H -0.632 -0.211 -1.590
H 0.629 -0.924 -2.546
H -2.246 -0.539 1.532
H 0.077 -1.659 -0.904
H -1.431 2.687 -0.145
H 1.663 -0.778 2.073
H 2.291 -0.308 -0.509
H 1.661 1.213 -1.285
H -2.627 1.614 0.351
H -0.428 -1.695 2.800
*
```

Results
* HOMO level: -19.731 eV
* orbital gap: 0.355 Eh



Which of them is most stable, and which least? Most stable: entry w; least stable: entry x.



Entry w
Computed, not measured: C5H9FN2 in the gas phase, with ωB97M-V/def2-TZVPD.

ORCA input file:
```
! wB97M-V def2-TZVPD RIJCOSX def2/J DEFGRID3
* xyz 0 1
F 0.007 2.260 -0.129
N -1.656 0.253 -1.227
N 0.401 -0.813 1.655
C -0.455 -0.014 -0.644
C 1.237 -1.442 0.486
C 0.267 -1.395 -0.885
C 0.586 1.028 -0.025
C -0.187 0.295 1.005
H 2.092 -0.765 0.224
H -0.313 -1.545 1.856
H -1.701 0.024 -2.319
H -2.440 -0.437 -0.611
H -0.606 -2.058 -0.585
H 0.778 -1.573 -1.950
H 1.600 -2.516 0.670
H -1.082 0.665 1.561
H 1.700 0.953 -0.297
*
```

Results
* HOMO level: -8.200 eV
* orbital gap: 0.331 Eh



Entry x
Computed, not measured: C5H9FN2 in the gas phase, with ωB97M-V/def2-TZVPD.

ORCA input file:
```
! wB97M-V def2-TZVPD RIJCOSX def2/J DEFGRID3
* xyz 0 1
F -0.414 2.558 -1.011
N 0.576 -0.880 1.024
N 1.216 0.316 1.248
C -0.106 -0.977 -0.019
C -0.746 -2.314 -0.282
C 0.453 1.494 0.938
C 0.296 1.476 -0.571
C -0.395 0.153 -0.994
H 1.336 1.526 -0.992
H -0.457 1.570 1.477
H -0.435 -2.591 -1.321
H -0.486 -3.149 0.360
H -0.168 -0.050 -2.036
H -1.423 0.292 -1.006
H -1.838 -2.240 -0.211
H 1.548 0.436 2.188
H 1.043 2.379 1.207
*
```

Results
* HOMO level: -8.729 eV
* orbital gap: 0.360 Eh



Which of them is most stable, and which least? Most stable: entry x; least stable: entry w.



Entry w
Computed, not measured: 9 unconnected molecules or ions with the total composition C24H72N6O9, with ωB97M-V/def2-TZVPD.

ORCA input file:
```
! wB97M-V def2-TZVPD RIJCOSX def2/J DEFGRID3
* xyz 0 1
O 4.714 2.004 0.005
O 1.066 1.697 -5.229
O 0.831 -1.246 -0.632
O -3.585 0.421 -0.674
O 1.177 -2.966 1.395
O -2.106 5.047 2.294
O 2.676 -2.289 -2.845
O -1.756 -4.512 1.247
O 0.398 -0.330 3.325
N -1.477 0.039 6.541
N -0.988 4.227 -0.438
N 7.248 0.989 -1.004
N -1.454 -2.468 -1.599
N -0.397 1.571 -1.863
N 0.247 -5.407 -0.961
C -0.892 -5.695 1.279
C 4.829 1.402 -1.257
C -2.172 0.823 4.275
C -0.263 2.875 1.396
C -3.095 5.571 3.110
C -4.387 0.987 0.406
C -2.699 -0.675 -0.446
C -2.586 4.057 1.433
C 2.287 2.032 -5.821
C 0.229 -0.035 4.731
C -2.574 -1.498 -1.807
C -1.461 3.373 0.568
C -0.729 -6.189 -0.207
C 6.210 0.685 -3.269
C -1.462 2.214 -3.920
C 6.216 1.495 -1.942
C 3.407 2.391 0.339
C -3.826 -2.314 -2.075
C -1.232 -0.104 5.102
C 1.629 0.087 2.717
C -0.345 1.385 -3.293
C -1.953 -4.041 2.626
C 0.988 1.869 -3.840
C -0.268 -7.642 -0.216
H 1.900 1.109 2.981
H 0.092 -5.529 1.718
H -2.249 0.581 3.215
H -1.769 -0.320 -0.002
H 0.381 2.323 0.712
H -0.562 2.204 2.201
H 2.207 -1.844 -2.139
H -1.859 -3.067 -0.894
H -4.936 1.826 -0.023
H 5.493 0.984 -4.032
H -1.649 -6.071 -0.778
H -2.599 6.083 3.934
H 0.297 -2.735 1.691
H -3.047 -1.332 0.351
H -3.839 1.181 1.328
H 7.165 0.938 -3.729
H 2.343 1.911 -6.902
H -1.483 3.250 -3.585
H 4.066 1.795 -1.929
H 1.109 2.943 -3.702
H -4.553 -1.672 -2.572
H 0.052 -1.646 -1.017
H -1.519 5.081 -0.531
H 4.563 0.359 -1.089
H -2.435 -0.880 -2.695
H 1.868 1.433 -3.367
H 2.446 3.079 -5.560
H 3.143 1.493 -5.416
H 1.345 -2.378 0.658
H 2.354 -1.874 -3.645
H 6.211 -0.397 -3.133
H 0.618 0.973 4.875
H -3.545 -3.028 -2.850
H -1.360 1.332 -1.674
H -1.324 -6.564 1.776
H -1.029 -4.052 3.204
H -2.423 1.755 -3.686
H -5.162 0.246 0.600
H -0.031 -4.444 -0.834
H -1.891 1.868 4.404
H -2.117 -2.966 2.691
H 6.896 1.280 -0.103
H -3.362 4.386 0.742
H -0.372 2.542 -1.584
H -0.086 -8.099 -1.188
H 0.292 3.636 1.944
H 0.663 -0.304 -0.674
H -3.008 3.228 2.000
H -4.317 -2.607 -1.148
H -3.777 6.284 2.647
H 2.592 1.841 -0.132
H -1.062 -8.225 0.252
H 0.775 -0.688 5.412
H -3.182 0.738 4.678
H -3.698 4.855 3.670
H -1.387 -3.107 -2.378
H -0.650 0.375 -3.565
H 8.163 1.398 -1.124
H -1.402 2.242 -5.008
H 6.446 2.548 -2.100
H 3.380 3.419 -0.022
H -0.168 4.620 0.002
H -1.528 -1.124 4.857
H -2.308 -0.499 6.744
H 1.520 0.153 1.635
H 1.149 -5.418 -0.507
H 0.596 -7.710 0.445
H -1.871 0.959 6.676
H -1.896 2.479 0.122
H -2.667 -4.558 3.267
H 3.242 2.283 1.411
H 2.309 -0.708 3.024
*
```

Results
* HOMO level: -8.910 eV
* orbital gap: 0.343 Eh



Entry x
Computed, not measured: 9 unconnected molecules or ions with the total composition C24H72N6O9, with ωB97M-V/def2-TZVPD.

ORCA input file:
```
! wB97M-V def2-TZVPD RIJCOSX def2/J DEFGRID3
* xyz 0 1
O -2.756 -3.938 0.926
O -1.948 3.523 1.655
O 3.224 3.385 -0.171
O -2.254 -1.254 1.906
O -4.428 -2.115 -2.955
O 0.496 -2.368 4.993
O 0.252 -0.109 1.189
O -0.351 1.261 -1.239
O 5.024 -1.359 -1.640
N 2.397 1.134 -2.166
N -0.014 -6.145 -0.078
N -2.716 0.149 -2.442
N -2.991 5.410 -1.369
N 2.325 -2.178 1.777
N 3.438 4.060 -2.957
C 3.532 4.703 -0.574
C -4.139 -4.100 1.145
C 4.865 5.988 -2.267
C -2.179 -5.086 0.298
C -5.183 -3.308 -3.075
C -2.143 2.240 2.173
C 4.435 -0.227 -2.218
C 2.980 -0.168 -1.787
C -0.701 -1.843 5.458
C -2.999 -0.917 -1.453
C 6.390 -1.434 -1.931
C 2.343 3.347 0.953
C 2.142 -2.477 3.233
C -4.208 -0.475 -0.635
C 2.128 -1.335 -2.238
C 0.754 -2.042 3.627
C -0.680 -4.921 0.375
C 4.281 4.633 -1.899
C -0.168 -3.758 -0.460
C -2.396 5.107 -0.070
C -3.319 -2.263 -2.104
C -2.699 3.717 0.471
C -2.829 6.194 0.923
C 3.353 -1.844 3.904
H -3.923 6.245 0.939
H -3.103 -0.941 2.235
H -0.498 -3.912 -1.492
H 5.275 5.886 -3.272
H 2.663 1.770 -1.410
H -0.692 -0.322 1.250
H -0.585 -2.799 -0.134
H -4.533 -3.226 1.659
H -4.991 -0.041 -1.258
H -0.239 -6.930 0.526
H -6.121 -3.079 -3.576
H -3.924 0.327 0.059
H 1.460 3.953 0.723
H 2.199 -1.460 -3.330
H 2.193 -3.566 3.325
H -2.441 -2.624 -2.664
H 2.092 2.309 1.149
H 2.191 -1.171 1.726
H -5.412 -3.734 -2.092
H 4.053 6.723 -2.264
H 2.979 -0.236 -0.686
H 0.993 -6.064 -0.009
H 3.402 -0.794 3.608
H 2.526 -2.287 -1.882
H 0.910 -3.624 -0.398
H 6.858 -2.276 -1.429
H -4.338 -5.004 1.731
H -2.464 5.983 1.927
H -1.164 0.850 -1.596
H 2.590 5.267 -0.688
H -4.655 -1.230 0.013
H -1.959 1.440 1.452
H -3.987 5.205 -1.324
H -3.777 3.606 0.644
H 4.496 -0.152 -3.312
H -4.671 -4.207 0.191
H 1.071 -1.251 -1.985
H -0.760 -1.963 6.540
H -2.448 7.172 0.636
H -2.632 4.769 -2.073
H -1.476 2.100 3.024
H 3.315 -1.880 4.994
H -2.298 -2.220 1.981
H -0.526 2.208 -1.250
H 1.383 1.076 -2.047
H 1.496 -2.521 1.298
H 5.641 6.381 -1.613
H 4.233 -2.368 3.541
H 2.557 4.580 -2.983
H -3.462 -3.000 -1.305
H -1.597 -2.354 5.066
H 3.124 3.176 -2.541
H 5.095 3.907 -1.804
H -2.552 -5.168 -0.728
H -2.155 -1.086 -0.779
H 0.545 -0.975 3.480
H -4.621 -4.048 -3.657
H 4.892 0.687 -1.810
H -1.313 5.263 -0.121
H -0.395 -4.740 1.423
H 6.920 -0.520 -1.624
H -2.176 -0.295 -3.189
H 4.103 5.260 0.185
H -0.829 -0.783 5.200
H 2.862 3.797 1.803
H 6.564 -1.520 -3.012
H -2.342 2.992 -0.273
H 0.340 0.402 0.369
H -3.136 2.055 2.612
H -2.473 -5.954 0.902
H -3.613 0.307 -2.897
H -0.005 -2.557 3.016
*
```

Results
* HOMO level: -8.685 eV
* orbital gap: 0.326 Eh



Which of them is most stable, and which least? Most stable: entry x; least stable: entry w.



Entry w
Computed, not measured: a gas-phase ion, C5H15N3 (charge -1), with ωB97M-V/def2-TZVPD.

ORCA input file:
```
! wB97M-V def2-TZVPD RIJCOSX def2/J DEFGRID3
* xyz -1 2
N -0.380 0.465 0.480
N 0.850 -3.104 1.230
N -0.061 1.904 -3.028
C -0.379 1.272 -1.730
C -0.975 0.775 1.855
C 0.249 1.524 -0.227
C -0.138 -2.035 0.916
C 0.398 -0.676 0.256
H -0.903 -2.286 0.225
H -2.061 0.907 1.752
H 0.005 1.260 -3.766
H 0.026 2.472 0.342
H -0.440 1.766 2.215
H 0.935 2.219 -2.910
H -0.736 0.054 2.567
H -0.574 -1.774 1.922
H 0.471 -0.923 -0.906
H 1.671 -2.739 1.688
H -0.386 0.228 -1.952
H 1.492 -0.767 0.407
H 1.004 -3.703 0.438
H -1.484 1.872 -1.563
H 1.417 1.289 -0.211
*
```

Results
* HOMO level (alpha / beta): 1.226 / -4.848 eV
* orbital gap (alpha / beta): 0.104 / 0.323 Eh



Entry x
Computed, not measured: a gas-phase ion, C5H15N3 (charge -1), with ωB97M-V/def2-TZVPD.

ORCA input file:
```
! wB97M-V def2-TZVPD RIJCOSX def2/J DEFGRID3
* xyz -1 2
N -0.529 -0.724 -2.120
N -2.087 0.629 1.090
N 0.811 -0.659 0.600
C 2.202 -0.027 -1.115
C -1.395 -0.286 2.000
C 0.219 -0.108 1.876
C 0.954 0.450 -0.406
C -0.239 0.580 -1.530
H -1.902 0.492 0.193
H -1.627 -0.137 3.138
H 3.096 -0.302 -0.372
H 2.704 0.800 -1.721
H -1.189 -0.790 -2.914
H 0.983 1.427 0.173
H 0.070 1.134 -2.445
H 0.428 -1.636 0.242
H 0.671 -0.835 2.610
H 2.135 -0.920 -1.739
H -1.920 1.672 1.367
H -1.751 -1.226 1.809
H -0.737 -1.496 -1.489
H 0.394 0.948 1.971
H -1.293 1.016 -1.218
*
```

Results
* HOMO level (alpha / beta): 1.339 / -4.587 eV
* orbital gap (alpha / beta): 0.098 / 0.308 Eh



Which of them is most stable, and which least? Most stable: entry x; least stable: entry w.